{
  "formula": "C5H6N2",
  "method": "ωB97M-V/def2-TZVPD",
  "multiplicity": 1,
  "homo_ev": -9.7694,
  "charge": 0,
  "max_force_ha_per_bohr": 0.010,
  "symbols": ["N", "C", "C", "C", "C", "C", "N", "H", "H", "H", "H", "H", "H"],
  "xyz": [[-0.7354, 0.3842, 1.8717], [-0.2193, -0.7590, 1.8555], [-1.0991, -0.5556, 0.7294], [-0.4305, -0.3374, -0.6131], [0.1439, 1.0735, -0.9309], [1.4285, 0.3082, -0.8071], [0.9686, -0.8692, -0.5898], [-2.1174, -0.9434, 0.7317], [-1.0222, -0.7875, -1.4152], [-0.0556, 1.4463, -1.9404], [-0.0651, 1.8520, -0.1898], [2.4840, 0.5726, -0.8957], [0.5652, -1.3299, 2.3353]],
  "forces_ev_per_a": [[0.340, -0.357, 0.012], [-0.078, 0.429, 0.099], [-0.152, -0.160, -0.292], [-0.279, -0.156, -0.017], [-0.018, 0.064, -0.004], [0.157, -0.157, -0.039], [0.122, 0.358, -0.139], [0.195, 0.053, 0.035], [0.062, 0.047, 0.084], [-0.064, -0.007, 0.170], [0.111, -0.146, -0.072], [-0.145, 0.005, 0.021], [-0.250, 0.029, 0.141]]
}

---

{
  "formula": "C5H6N2",
  "method": "ωB97M-V/def2-TZVPD",
  "multiplicity": 1,
  "homo_ev": -9.3840,
  "smiles": "C1=NN=C[C@H]2C[C@@H]12",
  "charge": 0,
  "max_force_ha_per_bohr": 0.099,
  "symbols": ["C", "N", "N", "C", "C", "C", "C", "H", "H", "H", "H", "H", "H"],
  "xyz": [[-0.5894, -1.1141, 0.4844], [-0.6318, -1.2525, -0.7974], [-0.0006, -0.2977, -1.6626], [0.8550, 0.3590, -1.0413], [0.8492, 0.6528, 0.4580], [-0.4058, 1.4382, 0.8610], [-0.1667, -0.0802, 1.3292], [-1.0046, -1.8844, 0.9282], [1.6574, 0.9406, -1.4728], [1.7970, 0.7741, 0.8994], [-0.3078, 2.0847, 1.8465], [-1.1783, 1.6855, 0.1318], [0.2090, -0.2832, 2.3402]],
  "forces_ev_per_a": [[-0.571, 1.026, -3.303], [-0.311, 0.388, 0.178], [-0.576, -1.511, -0.031], [1.512, 1.976, 2.729], [-1.140, 0.500, -1.283], [1.583, -0.971, 3.643], [1.297, 3.084, -0.868], [-1.881, -4.158, 2.230], [-0.156, 0.026, -0.996], [0.950, 0.861, 0.376], [-0.267, -1.073, -2.556], [0.361, -0.266, 0.253], [-0.800, 0.119, -0.372]]
}

---

{
  "formula": "C5H6N2",
  "method": "ωB97M-V/def2-TZVPD",
  "multiplicity": 1,
  "homo_ev": -8.8162,
  "smiles": "C#CC1=NCCN1",
  "charge": 0,
  "max_force_ha_per_bohr": 0.052,
  "symbols": ["C", "C", "C", "N", "C", "C", "N", "H", "H", "H", "H", "H", "H"],
  "xyz": [[-3.1098, 0.8471, -0.2048], [-1.9785, 0.6879, 0.1297], [-0.5695, 0.3853, 0.0571], [0.3005, 1.2085, 0.5511], [1.5912, 0.4950, 0.3805], [1.2609, -0.9586, -0.1907], [-0.1821, -0.7969, -0.5140], [-4.1567, 1.0159, -0.4194], [2.2151, 0.4739, 1.3012], [2.1799, 1.3014, -0.2585], [1.3877, -1.7815, 0.5940], [1.8289, -1.3025, -1.1692], [-0.7676, -1.5756, -0.2571]],
  "forces_ev_per_a": [[-1.908, 0.315, 0.036], [1.107, -0.380, -0.964], [-0.186, 1.999, 1.738], [-0.256, -2.236, -0.286], [1.465, 1.839, -1.011], [0.739, -0.473, -0.937], [0.924, -0.528, 0.127], [0.675, -0.086, 0.167], [-0.797, -0.153, -0.306], [-0.720, -2.324, 0.496], [0.016, 1.223, -0.953], [-0.926, 0.917, 2.109], [-0.134, -0.113, -0.217]]
}

---

{
  "formula": "C5H6N2",
  "method": "ωB97M-V/def2-TZVPD",
  "multiplicity": 1,
  "homo_ev": [-8.7296, -7.2627],
  "charge": 0,
  "max_force_ha_per_bohr": 0.041,
  "symbols": ["C", "C", "C", "C", "C", "N", "N", "H", "H", "H", "H", "H", "H"],
  "xyz": [[1.3569, -1.3398, 0.1127], [2.4350, -0.7225, -0.1948], [0.4812, -0.2844, 0.3682], [-1.9776, -0.0591, 0.1737], [-0.6316, 0.0898, -0.5447], [3.2390, 0.3759, -0.0481], [2.5177, 1.3118, 0.1158], [0.6298, 0.3225, 1.2569], [-2.7796, 0.2880, -0.4717], [-1.9909, 0.5266, 1.0894], [-2.1617, -1.0986, 0.4284], [-0.5076, 1.1315, -0.8521], [-0.6107, -0.5418, -1.4338]],
  "forces_ev_per_a": [[0.054, -1.111, 0.113], [-1.673, -1.263, -0.239], [0.427, 0.548, -0.428], [0.129, 0.004, -0.061], [-0.260, -0.034, 0.003], [1.843, 0.978, 0.280], [-0.478, 0.883, 0.082], [0.068, -0.004, 0.110], [-0.105, 0.021, -0.020], [-0.063, 0.072, 0.094], [-0.058, -0.111, 0.050], [0.056, -0.064, -0.013], [0.060, 0.080, 0.029]]
}